ORCA calculation (ωB97M-V/def2-TZVPD) on a single C11H13FSi molecule at a distorted geometry.

Computed properties:
Gap between HOMO and LUMO, eV: 8.2
E_HOMO, eV: -7.983
Spin multiplicity: 1

Structure (XYZ):
```
26
C11H13FSi | the OMol25 dataset | ωB97M-V/def2-TZVPD
C -2.632 2.256 0.211
C -1.486 2.975 -0.061
C -2.618 0.847 0.224
C -0.283 2.262 -0.142
C -1.463 0.136 -0.092
C -0.183 0.884 -0.044
C -1.451 -1.308 -0.005
C -0.468 -2.103 -0.184
C -0.360 -3.559 -0.176
C 2.649 0.371 -1.487
C 2.463 -0.117 1.613
F -2.822 -1.772 0.170
Si 1.458 0.055 -0.040
H -3.508 2.780 0.286
H -1.549 4.104 -0.021
H -3.592 0.433 0.234
H 0.649 2.885 -0.248
H -0.270 -4.086 0.855
H 0.502 -3.790 -0.723
H -1.195 -4.029 -0.626
H 2.166 0.364 -2.429
H 3.066 1.311 -1.389
H 3.237 -0.573 -1.433
H 3.343 0.452 1.272
H 1.802 0.327 2.331
H 2.546 -1.103 1.906
```

Atomic partial charges in e from the Mulliken method, atoms 1 to 8:
1 C -0.402
2 C -0.662
3 C -0.729
4 C -0.304
5 C 0.372
6 C 0.505
7 C 0.271
8 C 0.157

***

ORCA calculation (ωB97M-V/def2-TZVPD) on a molecular structure, C11H13MoN6S at a distorted geometry.

Computed properties:
Gap between HOMO and LUMO (spin up / spin down), eV: 6.2 / 6.4
Charge: +3
E_HOMO (spin up / spin down), eV: -18.865 / -18.969
Spin multiplicity: 3

Structure (XYZ):
```
32
C11H13MoN6S | the OMol25 dataset | ωB97M-V/def2-TZVPD
Mo -0.530 -0.054 -0.918
C 0.437 -1.027 3.172
C 0.436 -0.754 1.735
N -0.674 -0.686 1.015
N -1.826 -1.060 1.543
C -2.736 -1.494 0.736
N -3.894 -1.971 1.093
S -2.292 -1.508 -1.067
C 1.634 -0.739 0.899
C 2.932 -0.913 1.367
C 3.956 -1.151 0.452
C 3.651 -1.228 -0.903
C 2.340 -1.011 -1.311
N 1.357 -0.750 -0.441
H -0.579 -0.989 3.560
H 1.072 -0.320 3.715
H 0.858 -2.016 3.392
H -4.157 -1.996 2.077
H -4.528 -2.414 0.433
H 3.144 -0.875 2.426
H 4.967 -1.300 0.803
H 4.413 -1.468 -1.630
H 2.058 -1.085 -2.369
N -0.830 3.648 -2.653
C -2.161 3.472 -2.420
C -2.281 2.314 -1.711
N -1.019 1.783 -1.522
C -0.160 2.638 -2.111
H -0.425 4.425 -3.169
H -2.917 4.149 -2.772
H -3.167 1.844 -1.311
H 0.924 2.538 -2.110
```

Atomic partial charges in e from the Mulliken method, atoms 1 to 8:
1 Mo 1.324
2 C -1.314
3 C 0.675
4 N 0.659
5 N -1.112
6 C 0.744
7 N -0.328
8 S -0.042

***

ORCA calculation (ωB97M-V/def2-TZVPD) on a single C11H13N3O2S2 molecule at a distorted geometry.

Computed properties:
Gap between HOMO and LUMO, eV: 9.1
E_HOMO, eV: -8.578
Spin multiplicity: 1

Structure (XYZ):
```
31
C11H13N3O2S2 | the OMol25 dataset | ωB97M-V/def2-TZVPD
C -4.826 -1.712 -0.284
C -3.606 -0.845 -0.277
C -3.548 0.282 0.539
C -2.432 1.099 0.536
C -1.369 0.787 -0.290
C -1.407 -0.319 -1.115
C -2.526 -1.133 -1.105
H -2.564 -2.001 -1.748
H -0.567 -0.517 -1.763
S 0.087 1.835 -0.265
O -0.324 3.207 -0.133
O 0.916 1.487 -1.389
C 0.924 1.357 1.290
C 1.393 -0.089 1.222
C 2.779 -0.220 0.698
N 3.745 -0.698 1.392
N 4.916 -0.743 0.767
C 4.861 -0.285 -0.442
N 5.934 -0.158 -1.253
H 5.772 -0.051 -2.238
H 6.764 -0.652 -0.970
S 3.254 0.267 -0.926
H 0.702 -0.655 0.588
H 1.392 -0.537 2.218
H 1.744 2.056 1.435
H 0.178 1.511 2.064
H -2.379 1.985 1.149
H -4.385 0.520 1.179
H -5.551 -1.320 -0.997
H -4.580 -2.729 -0.579
H -5.296 -1.730 0.696
```

Atomic partial charges in e from the Mulliken method, atoms 1 to 8:
1 C -1.444
2 C 0.852
3 C -0.759
4 C -0.584
5 C 0.106
6 C -0.448
7 C -0.621
8 H 0.382

***

ORCA calculation (ωB97M-V/def2-TZVPD) on a molecular structure, C11H13N4O3PtS.

Computed properties:
Gap between HOMO and LUMO, eV: 7.4
Charge: -1
E_HOMO, eV: -4.916
Spin multiplicity: 1

Structure (XYZ):
```
33
C11H13N4O3PtS | the OMol25 dataset | ωB97M-V/def2-TZVPD
Pt -1.718 1.099 0.216
N 0.112 1.963 0.625
C 0.242 2.096 2.104
C -0.668 1.125 2.872
O -0.427 0.861 4.050
N -1.683 0.700 2.130
C -2.739 -0.168 2.594
C -3.660 -0.543 1.426
O -4.575 -1.321 1.615
O -3.419 0.027 0.271
H 0.780 1.261 0.306
H 0.324 2.834 0.153
H -0.079 3.101 2.382
H 1.272 1.958 2.427
H -3.365 0.333 3.339
H -2.358 -1.079 3.060
N 0.958 -1.050 0.615
C 1.543 -1.272 -0.638
C 0.881 -0.875 -1.801
C 1.498 -1.009 -3.034
C 2.774 -1.549 -3.134
C 3.428 -1.954 -1.978
C 2.824 -1.814 -0.738
H 1.290 -1.649 1.355
H -0.052 -0.981 0.611
H -0.114 -0.450 -1.735
H 0.969 -0.679 -3.919
H 3.252 -1.654 -4.100
H 4.422 -2.380 -2.038
H 3.346 -2.122 0.161
S -1.666 1.985 -4.520
C -1.692 1.710 -2.911
N -1.701 1.497 -1.766
```

Atomic partial charges in e from the Mulliken method, atoms 1 to 8:
1 Pt 0.470
2 N -0.514
3 C -0.497
4 C 0.444
5 O -0.753
6 N 0.183
7 C -0.358
8 C 0.364

***

ORCA calculation (ωB97M-V/def2-TZVPD) on a single C11H13NO3 molecule at a distorted geometry.

Computed properties:
Gap between HOMO and LUMO, eV: 9.9
E_HOMO, eV: -9.220
Spin multiplicity: 1

Structure (XYZ):
```
28
C11H13NO3 | the OMol25 dataset | ωB97M-V/def2-TZVPD
O -1.698 1.674 -0.303
N 0.740 1.997 -2.498
O -0.385 0.717 1.379
O 2.168 0.808 -1.120
C -0.625 1.507 0.281
C 1.105 1.640 -1.302
C -3.182 -2.266 2.159
C -3.585 -0.912 2.206
C -1.823 -2.563 1.941
C -2.670 0.131 1.968
C -0.894 -1.539 1.710
C -1.322 -0.196 1.687
C 0.501 2.349 -0.192
C 3.602 -0.996 -1.962
C 2.761 0.227 -2.312
H -0.042 2.635 -2.532
H -3.963 -3.018 2.329
H -4.633 -0.630 2.372
H -1.459 -3.602 1.958
H -3.033 1.157 1.939
H 0.134 -1.786 1.559
H 1.268 2.418 0.567
H 0.140 3.383 -0.432
H 4.026 -1.471 -2.853
H 4.405 -0.657 -1.324
H 3.073 -1.781 -1.400
H 1.996 -0.161 -2.991
H 3.396 0.935 -2.835
```

Atomic partial charges in e from the Mulliken method, atoms 1 to 8:
1 O -0.529
2 N -0.792
3 O -0.336
4 O -0.321
5 C 0.697
6 C 0.675
7 C -0.497
8 C -0.410

***

ORCA calculation (ωB97M-V/def2-TZVPD) on a single C11H13NSe molecule at a distorted geometry.

Computed properties:
Gap between HOMO and LUMO (spin up / spin down), eV: 7.6 / 5.9
E_HOMO (spin up / spin down), eV: -6.846 / -8.212
Spin multiplicity: 3

Structure (XYZ):
```
26
C11H13NSe | the OMol25 dataset | ωB97M-V/def2-TZVPD
C 0.491 1.279 0.215
C 0.561 1.129 -4.320
C 1.016 1.782 -3.188
C 0.715 -0.283 -4.279
C 1.500 1.136 -1.929
C 1.261 -1.039 -3.254
C 1.694 -0.307 -2.073
C 0.504 -1.049 2.679
C -1.663 -0.563 1.506
C 0.222 1.118 1.539
C -0.549 0.028 2.318
N 0.404 1.433 -0.968
Se 2.539 -1.267 -0.812
H 0.199 1.538 -5.216
H 0.947 2.818 -3.188
H 0.386 -0.721 -5.285
H 2.353 1.836 -1.626
H 1.175 -2.067 -3.052
H -0.071 -1.931 2.863
H 1.152 -0.828 3.622
H 1.165 -1.208 1.812
H -1.341 -1.188 0.527
H -2.410 0.225 1.106
H -2.005 -1.383 2.095
H 0.520 1.945 2.046
H -1.103 0.551 3.175
```

Atomic partial charges in e from the Mulliken method, atoms 1 to 8:
1 C 0.837
2 C -0.614
3 C -0.719
4 C -0.283
5 C 0.408
6 C -0.653
7 C 0.311
8 C -0.878

***

Calculated total energy (eV), listed in the same order as above: -22209.2884, -33220.4069, -41853.0075, -37807.5745, -19249.4699, -78448.1304